Formula: C17H23BNO7
Source: OMol25
Level of theory: ωB97M-V/def2-TZVPD

Calculated values
Kohn-Sham gap = 5.05 eV
total charge = -1

Last columns: bonded neighbours and bond lengths (Å).
Geometry (Å):
1 C 4.584 -0.693 -0.784  C2 1.532, H11 1.097, H12 1.096, H13 1.094
2 C 4.294 -0.049 -2.144  C1 1.532, O3 1.418, H14 1.095, H15 1.100
3 O 4.150 1.359 -2.062  C2 1.418, C4 1.419
4 C 2.808 1.815 -2.132  O3 1.419, C5 1.544, H16 1.098, H17 1.097
5 C 2.038 1.696 -0.799  C4 1.544, O6 1.392, H18 1.104, H19 1.102
6 O 0.674 1.492 -0.990  C5 1.392, B7 1.501
7 B 0.156 0.111 -1.267  O6 1.501, C8 1.645, N9 1.562, O10 1.506
8 C -0.832 0.165 -2.581  B7 1.645, H20 1.104, H21 1.103, H22 1.098
9 N -0.637 -0.331 0.004  B7 1.562, H23 1.015, H24 1.017
10 O 1.329 -0.793 -1.540  B7 1.506, H25 0.954
11 H 4.984 0.074 -0.109  C1 1.097
12 H 5.336 -1.485 -0.869  C1 1.096
13 H 3.671 -1.102 -0.342  C1 1.094
14 H 3.381 -0.481 -2.566  C2 1.095
15 H 5.127 -0.237 -2.838  C2 1.100
16 H 2.880 2.867 -2.437  C4 1.098
17 H 2.245 1.274 -2.903  C4 1.097
18 H 2.156 2.641 -0.241  C5 1.104
19 H 2.507 0.907 -0.189  C5 1.102
20 H -1.078 -0.847 -2.947  C8 1.104
21 H -0.330 0.691 -3.410  C8 1.103
22 H -1.773 0.684 -2.357  C8 1.098
23 H -0.218 0.126 0.808  N9 1.015
24 H -0.491 -1.323 0.176  N9 1.017
25 H 0.960 -1.645 -1.760  O10 0.954
26 C -4.776 -4.418 -0.415  C27 1.330, C32 1.484, H34 1.083
27 C -3.655 -3.924 -0.934  C26 1.330, C28 1.487, H35 1.083
28 C -2.443 -3.719 -0.097  C27 1.487, O29 1.207, C30 1.487
29 O -1.424 -3.277 -0.568  C28 1.207
30 C -2.542 -4.065 1.346  C28 1.487, C31 1.330, H36 1.083
31 C -3.665 -4.559 1.861  C30 1.330, C32 1.484, H37 1.083
32 C -4.867 -4.779 1.021  C26 1.484, C31 1.484, O33 1.215
33 O -5.889 -5.237 1.491  C32 1.215
34 H -5.672 -4.576 -1.002  C26 1.083
35 H -3.561 -3.643 -1.975  C27 1.083
36 H -1.653 -3.885 1.936  C30 1.083
37 H -3.763 -4.819 2.908  C31 1.083
38 C -0.540 4.462 3.733  C39 1.329, C44 1.487, H46 1.083
39 C -0.250 3.177 3.905  C38 1.329, C40 1.490, H47 1.083
40 C -0.031 2.275 2.739  C39 1.490, O41 1.212, C42 1.488
41 O 0.227 1.104 2.911  C40 1.212
42 C -0.132 2.863 1.376  C40 1.488, C43 1.333, H48 1.094
43 C -0.420 4.155 1.219  C42 1.333, C44 1.477, H49 1.083
44 C -0.650 5.051 2.371  C38 1.487, C43 1.477, O45 1.217
45 O -0.915 6.230 2.235  C44 1.217
46 H -0.708 5.142 4.559  C38 1.083
47 H -0.164 2.721 4.884  C39 1.083
48 H 0.067 2.194 0.534  C42 1.094
49 H -0.494 4.611 0.240  C43 1.083

How positive or negative is each atom? The Mulliken charges in e answer that:
1 C -1.0881
2 C -0.0162
3 O -0.4835
4 C -0.5362
5 C -0.0780
6 O -0.6781
7 B 1.4979
8 C -1.0790
9 N -0.9024
10 O -0.7547
11 H 0.3009
12 H 0.3643
13 H 0.1999
14 H 0.0857
15 H 0.3870
16 H 0.2962
17 H 0.3079
18 H 0.2849
19 H 0.1061
20 H 0.2167
21 H 0.1661
22 H 0.2163
23 H -0.0241
24 H 0.0975
25 H 0.1296
26 C -0.3614
27 C -0.3942
28 C 0.4361
29 O -0.4709
30 C -0.2937
31 C -0.3566
32 C 0.3820
33 O -0.5788
34 H 0.3874
35 H 0.4214
36 H 0.4161
37 H 0.3899
38 C -0.4445
39 C -0.4571
40 C 0.4906
41 O -0.5765
42 C -0.0125
43 C -0.3881
44 C 0.2364
45 O -0.5946
46 H 0.3930
47 H 0.4099
48 H 0.4709
49 H 0.4781